1.
{
  "formula": "C27H74BeF6N6O11P",
  "method": "ωB97M-V/def2-TZVPD",
  "mol_weight_g_mol": 812.894,
  "total_charge": -1,
  "gap_ev": 4.18,
  "lumo_ha": 0.0610,
  "total_energy_ha": -3184.47300,
  "elements": ["Be", "C", "O", "O", "O", "P", "F", "F", "F", "F", "F", "F", "C", "C", "C", "O", "C", "N", "H", "H", "H", "H", "H", "H", "H", "H", "H", "H", "H", "C", "C", "C", "O", "C", "N", "H", "H", "H", "H", "H", "H", "H", "H", "H", "H", "H", "C", "C", "C", "O", "C", "N", "H", "H", "H", "H", "H", "H", "H", "H", "H", "H", "H", "C", "C", "C", "O", "C", "N", "H", "H", "H", "H", "H", "H", "H", "H", "H", "H", "H", "C", "C", "C", "O", "C", "N", "H", "H", "H", "H", "H", "H", "H", "H", "H", "H", "H", "C", "C", "C", "O", "C", "N", "H", "H", "H", "H", "H", "H", "H", "H", "H", "H", "H", "C", "O", "H", "H", "H", "H", "C", "O", "H", "H", "H", "H"],
  "xyz": [[-2.761, 0.656, -0.652], [-1.909, 3.496, -1.487], [-1.215, 2.698, -0.851], [-2.942, 3.053, -1.961], [-1.606, 4.684, -1.399], [0.545, -0.821, 0.261], [0.961, -0.171, -1.118], [-0.386, 0.443, 0.604], [-0.815, -1.337, -0.525], [-0.021, -1.322, 1.706], [1.473, -2.122, -0.033], [1.725, -0.084, 1.059], [1.870, -2.625, 3.698], [3.225, -3.003, 2.955], [4.364, -3.191, 4.079], [4.534, -1.931, 4.828], [4.981, -0.842, 3.958], [2.975, -4.185, 2.106], [1.676, -1.565, 3.535], [1.792, -2.956, 4.734], [0.982, -3.066, 3.245], [3.513, -2.251, 2.221], [5.281, -3.602, 3.656], [4.171, -4.010, 4.772], [4.253, -0.542, 3.204], [5.968, -0.958, 3.509], [5.051, 0.046, 4.586], [2.556, -3.791, 1.276], [3.704, -4.754, 1.699], [-0.564, -4.490, 0.160], [-1.901, -4.137, -0.483], [-2.250, -5.118, -1.545], [-3.464, -4.575, -2.161], [-4.146, -5.721, -2.693], [-2.885, -3.937, 0.648], [-0.468, -5.518, 0.509], [-0.331, -4.014, 1.113], [0.323, -4.331, -0.453], [-1.849, -3.211, -1.056], [-2.347, -6.152, -1.213], [-1.476, -5.210, -2.307], [-3.650, -6.251, -3.506], [-5.129, -5.448, -3.077], [-4.343, -6.478, -1.934], [-2.772, -4.681, 1.322], [-3.757, -3.900, 0.140], [3.167, 1.618, -3.464], [2.665, 2.876, -2.773], [1.772, 3.769, -3.613], [1.434, 4.972, -2.865], [0.822, 5.931, -3.805], [1.929, 2.584, -1.525], [2.474, 0.785, -3.340], [4.169, 1.370, -3.116], [3.341, 1.759, -4.530], [3.532, 3.514, -2.603], [0.873, 3.184, -3.809], [2.294, 4.079, -4.518], [-0.073, 5.397, -4.123], [1.457, 6.089, -4.677], [0.553, 6.918, -3.427], [1.334, 1.791, -1.719], [2.499, 2.181, -0.795], [-3.576, -1.139, 3.637], [-3.554, -0.161, 2.397], [-2.766, 1.109, 2.779], [-2.755, 1.912, 1.569], [-3.430, 3.207, 1.790], [-2.820, -0.993, 1.439], [-4.203, -2.028, 3.572], [-3.929, -0.566, 4.495], [-2.571, -1.375, 3.987], [-4.544, -0.103, 1.945], [-1.722, 0.863, 2.972], [-3.187, 1.570, 3.673], [-3.643, 3.703, 0.843], [-2.791, 3.892, 2.348], [-4.306, 3.101, 2.430], [-1.866, -1.042, 1.764], [-3.118, -1.923, 1.697], [-4.634, -0.221, -3.446], [-3.689, -1.337, -2.998], [-2.251, -1.067, -3.486], [-1.787, 0.151, -2.840], [-0.775, 0.809, -3.587], [-3.772, -1.464, -1.584], [-5.615, -0.532, -3.089], [-4.637, -0.270, -4.535], [-4.242, 0.794, -3.371], [-3.933, -2.271, -3.505], [-2.353, -0.904, -4.559], [-1.580, -1.870, -3.182], [-0.638, 1.809, -3.174], [-1.104, 0.998, -4.608], [0.181, 0.294, -3.494], [-4.731, -1.697, -1.367], [-3.291, -2.341, -1.443], [1.112, 1.973, 3.539], [0.691, 3.008, 2.579], [0.583, 4.476, 3.156], [0.191, 5.397, 2.088], [-0.137, 6.678, 2.657], [1.698, 3.053, 1.570], [0.523, 2.023, 4.455], [2.175, 2.038, 3.773], [1.020, 0.929, 3.241], [-0.226, 2.565, 2.190], [1.493, 4.895, 3.587], [-0.153, 4.369, 3.952], [-0.909, 6.666, 3.426], [-0.349, 7.412, 1.879], [0.800, 7.085, 3.038], [1.910, 2.079, 1.410], [2.466, 3.207, 2.207], [4.718, 0.480, -0.008], [5.789, 1.355, -0.579], [4.251, 0.857, 0.902], [3.865, 0.341, -0.672], [5.086, -0.538, 0.122], [6.000, 2.020, 0.080], [2.355, -2.443, -3.693], [2.800, -2.774, -2.447], [2.763, -3.173, -4.392], [1.284, -2.644, -3.682], [2.543, -1.413, -3.998], [2.113, -2.422, -1.877]],
  "atomic_forces_ev_per_a": [[2.44, 1.73, -0.73], [0.80, 2.15, 2.26], [3.09, -5.95, 2.99], [-6.38, -2.70, -3.30], [0.28, 3.13, -1.17], [-2.13, 2.53, 0.62], [1.05, -0.17, -0.64], [-0.23, 1.73, -0.24], [0.81, -1.89, 0.15], [0.69, -2.31, -0.09], [-0.98, 0.17, 0.47], [1.14, -0.49, -0.24], [0.37, 0.07, -1.17], [0.10, -1.01, 1.55], [-0.92, 0.95, -0.98], [0.63, -0.73, -2.02], [-0.57, 0.18, 1.14], [-0.82, -0.52, -0.07], [0.19, 0.15, 0.70], [0.59, 0.37, 0.12], [0.34, -0.37, -0.53], [0.10, 0.66, 0.73], [0.57, 0.84, -0.56], [-0.93, 0.45, 0.41], [-0.09, -0.50, -0.17], [0.00, -0.61, -0.07], [0.05, -0.16, 0.36], [-0.52, -0.10, -0.13], [0.88, 0.33, 0.69], [1.03, -0.21, 0.44], [1.09, 0.26, 1.85], [-0.68, 0.29, -0.50], [0.36, -2.55, -0.09], [-1.03, 0.28, -0.14], [1.07, 0.11, -2.14], [-0.56, -0.59, -0.50], [-0.43, 0.88, -0.21], [-0.23, 0.14, -0.30], [0.45, 0.25, 0.60], [-0.67, -0.02, 0.43], [0.26, 0.49, -0.15], [0.58, 0.34, -0.11], [0.07, 0.45, -0.01], [0.13, 0.08, 0.36], [-0.55, -0.30, -0.16], [-0.75, -0.48, 0.81], [0.38, 0.17, -0.76], [0.00, 0.46, 0.97], [-0.42, 0.76, 1.10], [0.39, 0.67, -1.62], [0.00, -2.00, 0.45], [0.60, -0.16, -0.65], [0.09, -0.06, 0.08], [-0.17, -0.33, 0.51], [-0.28, 0.13, -0.38], [0.16, -0.05, 0.64], [-0.42, 0.25, -0.49], [-0.05, -0.23, -0.39], [-0.39, 0.50, -0.27], [0.33, -0.06, -0.15], [0.20, -0.44, 0.81], [-0.74, 0.28, -0.13], [0.61, 0.46, 0.10], [-0.64, 2.13, 1.18], [1.23, -2.69, 1.97], [-0.76, -0.57, -2.15], [-1.23, 1.08, 1.09], [0.83, -0.28, -0.08], [0.10, 1.35, -0.90], [0.13, 0.03, -0.41], [-0.56, -0.04, 0.33], [0.23, -0.33, -0.61], [-0.21, 1.04, 0.55], [0.04, -0.29, 0.15], [-0.14, 0.44, -0.25], [0.03, -0.47, -0.14], [0.54, -0.15, -0.08], [-0.39, -0.40, -0.33], [0.49, 0.34, -0.38], [-0.23, -0.53, -1.25], [0.72, -1.06, -1.58], [0.66, 1.40, -1.93], [-0.56, 1.51, 1.67], [-0.84, -1.05, -0.38], [0.00, 1.00, 0.53], [0.57, 0.27, 0.85], [-0.23, 0.99, 0.09], [-0.50, -0.37, -0.33], [-0.34, 0.13, 1.37], [-0.44, -0.24, -0.02], [0.52, -0.21, -0.14], [0.15, -0.26, -0.40], [-0.19, -0.14, 0.50], [0.08, -0.47, -0.27], [-0.03, -0.27, -0.33], [-0.33, 0.30, 0.36], [0.38, 0.08, 1.07], [0.17, -0.93, 2.57], [-0.48, 0.95, -0.30], [-1.20, -0.77, -1.61], [-0.80, -0.31, 1.77], [1.44, -0.40, -0.80], [1.19, -0.18, -0.55], [0.08, 0.06, 0.52], [0.18, 0.36, 0.47], [-0.38, 0.14, -0.77], [-0.57, 1.16, -0.55], [0.48, -0.50, 0.14], [-0.44, 0.66, 0.21], [-0.11, -0.18, 0.00], [-0.60, -0.55, -0.34], [0.14, 0.10, 0.83], [-0.30, -0.47, -1.05], [1.18, 0.89, -0.32], [0.49, 0.37, -0.69], [-1.58, -1.24, 0.68], [0.50, 0.18, 0.19], [0.26, 0.53, -0.57], [0.41, 0.14, 0.34], [-0.14, -0.01, 0.03], [-1.02, -0.70, -1.52], [0.67, -0.03, 1.78], [0.27, 0.32, -0.35], [-0.44, 0.37, -0.62], [0.16, 0.05, -0.08], [0.41, -0.01, 0.77]]
}


2.
{
  "formula": "C4H10Se",
  "method": "ωB97M-V/def2-TZVPD",
  "mol_weight_g_mol": 137.084,
  "total_charge": 0,
  "gap_ev": [8.44, 7.57],
  "lumo_ha": [0.0029, -0.0012],
  "total_energy_ha": -2559.65696,
  "elements": ["C", "C", "C", "C", "Se", "H", "H", "H", "H", "H", "H", "H", "H", "H", "H"],
  "xyz": [[-0.228, -1.570, -1.402], [0.072, 1.088, 1.495], [-0.383, -0.813, -0.097], [0.125, 0.505, 0.100], [0.058, 1.815, -1.271], [0.724, -2.113, -1.306], [-0.944, -2.322, -1.665], [-0.040, -0.905, -2.276], [0.935, 1.682, 1.696], [-0.766, 1.772, 1.791], [0.128, 0.285, 2.062], [-0.058, -1.499, 0.683], [-1.480, -0.734, 0.079], [2.148, -0.005, 0.242], [-0.291, 2.814, -0.131]],
  "atomic_forces_ev_per_a": [[2.47, 0.72, -0.92], [-0.62, 3.20, -2.35], [-2.68, -2.26, -0.08], [3.62, 1.50, 0.41], [-0.66, 0.99, 1.32], [-0.07, 0.04, -0.19], [-0.78, -0.01, 0.22], [-0.50, -0.31, 0.49], [0.73, 0.37, -0.07], [0.06, -0.94, -0.69], [-0.01, -3.55, 3.41], [0.14, 0.27, 0.31], [0.09, 0.16, 0.05], [-2.13, 0.45, -0.30], [0.35, -0.63, -1.61]]
}


3.
{
  "formula": "C3H5NOS",
  "method": "ωB97M-V/def2-TZVPD",
  "mol_weight_g_mol": 103.146,
  "total_charge": 0,
  "gap_ev": 9.73,
  "smiles": "C#CNSOC",
  "lumo_ha": 0.0277,
  "total_energy_ha": -645.35487,
  "elements": ["C", "C", "N", "S", "O", "C", "H", "H", "H", "H", "H"],
  "xyz": [[-1.054, 2.333, 0.056], [-0.688, 1.714, -0.913], [-0.389, 0.827, -1.884], [-0.717, -0.805, -1.862], [0.506, -1.464, -0.967], [0.403, -1.223, 0.447], [-1.416, 2.720, 0.996], [0.096, 1.181, -2.805], [1.134, -2.008, 0.967], [-0.638, -1.580, 0.708], [0.698, -0.137, 0.519]],
  "atomic_forces_ev_per_a": [[0.00, -0.45, 0.02], [-0.59, -0.07, 0.75], [1.59, 1.15, -3.25], [0.13, -0.15, 0.71], [0.06, -0.24, -0.82], [0.60, -1.65, 0.11], [0.31, 0.13, -0.65], [-1.19, -0.75, 2.77], [-1.27, 2.09, -1.08], [1.00, 1.20, 0.35], [-0.63, -1.26, 1.07]]
}